[1]
DFT (ωB97M-V/def2-TZVPD) results for C27H25N3O3 in the gas phase.

Cartesian coordinates (Å):
O (6.33899, 0.56462, 1.78052)
N (6.08814, -0.64280, 1.98271)
O (6.97007, -1.48895, 2.29670)
C (4.75564, -1.13388, 1.87179)
C (4.56420, -2.49867, 2.03235)
C (3.29598, -3.04329, 1.89026)
C (2.19173, -2.23500, 1.60873)
C (2.34836, -0.83875, 1.50672)
O (1.28253, -0.02612, 1.40344)
C (3.63567, -0.28298, 1.61342)
H (5.44855, -3.10119, 2.27674)
H (3.19441, -4.10339, 2.00844)
H (1.20679, -2.65402, 1.49884)
H (3.79404, 0.78636, 1.49806)
C (2.44803, -0.65841, -2.02040)
C (1.01780, -0.95386, -1.76404)
N (0.38683, -1.87826, -2.55103)
C (0.99192, -2.54102, -3.69032)
C (-0.95929, -1.99188, -2.17004)
C (-1.15149, -1.10975, -1.05173)
C (-2.46526, -0.97006, -0.58328)
C (-3.52454, -1.48209, -1.35264)
C (-3.29928, -2.21670, -2.51888)
C (-2.00268, -2.47352, -2.93288)
C (0.12214, -0.47165, -0.83309)
C (0.43025, 0.67218, 0.05591)
C (-0.73363, 1.42445, 0.63947)
C (-0.97964, 1.76645, 1.95648)
C (-0.19353, 1.50204, 3.16335)
N (-2.12985, 2.53080, 2.00060)
C (-2.65553, 3.17664, 3.18708)
C (-2.63614, 2.71602, 0.70914)
C (-1.75474, 2.03722, -0.17488)
C (-2.09853, 1.99213, -1.54102)
C (-3.26218, 2.66195, -1.95890)
C (-4.10462, 3.32250, -1.06025)
C (-3.80945, 3.33189, 0.30201)
H (2.74529, 0.22595, -1.43795)
H (3.13503, -1.49776, -1.75672)
H (2.59273, -0.42630, -3.09828)
H (0.21673, -3.06274, -4.25299)
H (1.47648, -1.79696, -4.33494)
H (1.75813, -3.24847, -3.34959)
H (-2.65556, -0.44587, 0.35103)
H (-4.54587, -1.26073, -1.04861)
H (-4.14309, -2.59571, -3.09487)
H (-1.76781, -3.01300, -3.86781)
H (1.15848, 1.39312, -0.41445)
H (0.68786, 0.96556, 2.80576)
H (0.13695, 2.44053, 3.62309)
H (-0.70365, 0.87176, 3.90444)
H (-3.55644, 3.73320, 2.92148)
H (-2.90586, 2.43931, 3.95782)
H (-1.92725, 3.87934, 3.61565)
H (-1.47354, 1.43975, -2.21923)
H (-3.50397, 2.64944, -3.01457)
H (-5.00897, 3.83251, -1.42927)
H (-4.46735, 3.78804, 1.06066)

Cartesian forces, eV/Å:
O -0.75 -2.27 0.31
N 3.16 0.69 0.52
O -1.59 2.06 -0.70
C -2.76 0.13 -0.39
C 0.63 -0.24 0.13
C -0.13 0.70 -0.14
C 0.65 0.19 0.12
C 0.42 0.21 -0.72
O -1.16 0.98 -0.98
C 1.28 -0.65 0.08
H -0.66 0.17 -0.20
H -0.22 -0.35 0.00
H -0.22 -0.06 0.00
H -0.10 -0.19 0.06
C 0.60 0.42 -0.16
C -0.48 -0.81 -0.19
N -0.53 -0.28 0.06
C 0.20 0.15 0.20
C 0.86 1.85 0.25
C -0.03 -1.16 -0.96
C -0.50 -0.16 -0.21
C 0.50 0.30 0.79
C 0.07 -0.14 -0.12
C -0.09 -0.83 -0.67
C 0.17 1.08 0.49
C 1.34 -1.11 0.50
C 0.54 -0.14 0.51
C -0.69 0.32 -1.33
C 0.72 -0.20 0.46
N -0.44 0.30 -0.40
C 0.15 -0.06 0.15
C 0.91 -0.68 0.63
C -0.66 0.04 -0.18
C -0.65 0.80 0.67
C 0.96 -0.53 -0.03
C -0.32 0.25 0.36
C -0.38 0.32 0.08
H 0.06 -0.36 -0.21
H -0.59 0.53 -0.11
H 0.04 -0.10 0.65
H 0.26 0.05 0.08
H -0.19 -0.25 0.00
H -0.20 0.01 -0.19
H -0.09 0.08 -0.37
H 0.21 -0.18 0.05
H 0.22 0.17 0.09
H -0.46 0.24 0.62
H -0.36 -0.96 0.73
H -0.22 0.21 0.59
H -0.19 -0.11 0.13
H -0.03 0.28 -0.13
H 0.18 -0.13 0.10
H -0.02 0.11 -0.14
H -0.16 -0.12 -0.14
H 0.02 -0.05 -0.34
H -0.08 0.01 0.04
H 0.53 -0.36 0.23
H 0.27 -0.16 -0.70

## Properties
- energy (eV) = -39013.914
- 2S+1 = 1
- total charge = 0
- molar mass (g/mol) = 439.5
- SMILES = Cc1c(C(Oc2cccc([N+](=O)[O-])c2)c2c(C)n(C)c3ccccc23)c2ccccc2n1C
- highest occupied orbital energy (eV) = -7.68
- gap between HOMO and LUMO (Ha) = 0.2584
- LUMO energy (eV) = -0.7
- relative energy (zero: lowest compared OMol25 entry of this formula, charge and spin) (kcal per mole) = 123.9

Charges obtained by Mulliken population analysis, quoted in units of e: atom 1 (O): -0.583, atom 2 (N): 0.954, atom 3 (O): -0.595, atom 4 (C): -0.405, atom 5 (C): -0.216, atom 6 (C): -0.823, atom 7 (C): -0.154, atom 8 (C): -0.088, atom 9 (O): -0.456, atom 10 (C): -0.067, atom 11 (H): 0.470, atom 12 (H): 0.419, atom 13 (H): 0.521, atom 14 (H): 0.524, atom 15 (C): -1.832, atom 16 (C): -0.027, atom 17 (N): 0.230, atom 18 (C): -0.941, atom 19 (C): 0.094, atom 20 (C): 0.896, atom 21 (C): -0.033, atom 22 (C): -0.738, atom 23 (C): -0.768, atom 24 (C): -0.885, atom 25 (C): 0.722, atom 26 (C): 1.302, atom 27 (C): -0.633, atom 28 (C): 0.348, atom 29 (C): -1.311, atom 30 (N): 0.093, atom 31 (C): -0.988, atom 32 (C): 0.045, atom 33 (C): 0.558, atom 34 (C): -0.238, atom 35 (C): -0.884, atom 36 (C): -0.645, atom 37 (C): -0.920, atom 38 (H): 0.355, atom 39 (H): 0.270, atom 40 (H): 0.503, atom 41 (H): 0.368, atom 42 (H): 0.319, atom 43 (H): 0.267, atom 44 (H): 0.485, atom 45 (H): 0.413, atom 46 (H): 0.381, atom 47 (H): 0.143, atom 48 (H): 0.386, atom 49 (H): -0.006, atom 50 (H): 0.417, atom 51 (H): 0.340, atom 52 (H): 0.370, atom 53 (H): 0.304, atom 54 (H): 0.277, atom 55 (H): 0.502, atom 56 (H): 0.414, atom 57 (H): 0.366, atom 58 (H): 0.179

***

[2]
DFT (ωB97M-V/def2-TZVPD) results for C4H3Cl2I2NOS in the gas phase.

Cartesian coordinates (Å):
C (-0.60801, 1.06535, 1.99106)
C (-1.56784, 1.99869, 2.53726)
C (-2.32905, 2.60520, 1.55346)
C (0.22938, 0.36349, -0.19886)
N (-0.67684, 1.09709, 0.61142)
O (0.10097, 0.30047, 2.59844)
S (-1.81296, 2.06992, -0.05778)
Cl (-1.61468, 2.21774, 4.19910)
Cl (-3.38158, 0.46989, 0.01280)
I (-0.22997, 4.01430, -0.03339)
I (-4.02622, 3.79209, 1.77982)
H (0.93185, -0.08232, 0.59522)
H (-0.37531, -0.22642, -0.86323)
H (0.87235, 1.13093, -0.62605)

Cartesian forces, eV/Å:
C 0.32 -1.08 -0.11
C -1.93 1.63 -1.87
C 0.31 -0.58 2.35
C 1.85 0.57 1.62
N -0.44 -0.05 0.77
O 0.11 0.41 -0.03
S -0.40 -0.09 0.78
Cl -0.31 0.18 0.25
Cl -0.42 -0.42 -0.18
I 0.78 1.24 -0.41
I 0.77 -0.37 -0.14
H -1.30 -0.39 -1.57
H 0.60 -0.80 -0.43
H 0.06 -0.23 -1.04

## Properties
- energy (eV) = -59813.847
- 2S+1 = 1
- total charge = 0
- molar mass (g/mol) = 437.9
- highest occupied orbital energy (eV) = -9.43
- gap between HOMO and LUMO (Ha) = 0.2951
- LUMO energy (eV) = -1.4

Charges obtained by Mulliken population analysis, quoted in units of e: atom 1 (C): 0.357, atom 2 (C): 0.835, atom 3 (C): -0.551, atom 4 (C): -0.990, atom 5 (N): 0.195, atom 6 (O): -0.615, atom 7 (S): 0.140, atom 8 (Cl): -0.138, atom 9 (Cl): -0.351, atom 10 (I): -0.143, atom 11 (I): 0.291, atom 12 (H): 0.295, atom 13 (H): 0.309, atom 14 (H): 0.367

***

[3]
DFT (ωB97M-V/def2-TZVPD) results for a molecular structure, C16H32LiO12.

Cartesian coordinates (Å):
Li (-0.52545, -0.80712, -0.64856)
C (3.03666, -7.01295, -0.83079)
C (2.06459, -6.87198, -1.95346)
O (2.53790, -6.02123, -2.91612)
C (2.42508, -4.73149, -2.89763)
O (1.76544, -4.03635, -2.13393)
O (3.08557, -4.33842, -3.96642)
C (3.74403, -3.10128, -3.97394)
H (2.55557, -7.74408, -0.18109)
H (2.94617, -6.07283, -0.28666)
H (4.01703, -7.23423, -1.25272)
H (1.09984, -6.57985, -1.53870)
H (1.94748, -7.87204, -2.37090)
H (3.04091, -2.29477, -3.76595)
H (3.80941, -2.90780, -5.04463)
H (4.65514, -3.06178, -3.37692)
C (-2.82311, 1.86655, 4.72672)
C (-3.40420, 2.50658, 3.45379)
O (-4.59306, 1.88359, 2.97842)
C (-4.61733, 0.78075, 2.32760)
O (-3.68679, 0.10133, 1.93543)
O (-5.97024, 0.54481, 2.04236)
C (-6.36427, -0.59746, 1.35478)
H (-3.57775, 2.17646, 5.44962)
H (-1.84644, 2.31247, 4.91479)
H (-2.59327, 0.80311, 4.66074)
H (-2.55986, 2.41746, 2.77023)
H (-3.46787, 3.56935, 3.68737)
H (-6.13710, -1.47954, 1.95346)
H (-5.83141, -0.67137, 0.40679)
H (-7.43554, -0.62221, 1.15510)
C (3.54430, 0.23016, 6.22490)
C (3.64752, -0.32939, 4.82035)
O (4.19743, 0.48502, 3.80558)
C (3.43468, 0.90873, 2.81901)
O (2.33334, 0.54056, 2.49244)
O (4.09254, 1.92700, 2.28369)
C (3.45162, 2.81505, 1.32172)
H (3.23291, -0.56953, 6.89693)
H (2.85032, 1.06695, 6.30417)
H (4.53075, 0.52915, 6.57935)
H (2.68463, -0.70937, 4.47897)
H (4.23005, -1.25002, 4.85486)
H (3.10700, 2.40251, 0.37349)
H (4.14566, 3.63387, 1.13213)
H (2.69919, 3.32968, 1.91930)
C (-1.96668, 5.36544, -2.73264)
C (-3.01748, 4.29324, -3.04011)
O (-2.86028, 3.70219, -4.30339)
C (-2.02715, 2.62920, -4.49333)
O (-1.49868, 1.96741, -3.60205)
O (-1.79690, 2.47544, -5.77723)
C (-1.11124, 1.33625, -6.28211)
H (-0.96870, 5.02604, -3.01002)
H (-2.05435, 5.66441, -1.68811)
H (-2.30967, 6.28140, -3.21376)
H (-4.02493, 4.70347, -2.97039)
H (-3.01132, 3.40238, -2.41208)
H (-0.03960, 1.44131, -6.11285)
H (-1.25167, 1.41948, -7.35982)
H (-1.54036, 0.37853, -5.98760)

Cartesian forces, eV/Å:
Li 0.00 0.04 0.04
C -0.94 0.72 0.34
C -1.18 -1.57 1.42
O 0.52 -0.63 -1.33
C -1.29 0.99 0.70
O 0.86 -0.56 -0.43
O 0.64 -0.03 -0.17
C -1.34 1.36 -1.33
H 0.81 -0.43 0.15
H 0.88 0.09 0.19
H 0.04 -0.15 0.67
H -0.16 0.29 -0.29
H -0.14 0.28 -0.67
H 0.02 0.06 1.04
H 1.28 -0.15 0.02
H -0.09 -0.12 -0.26
C -0.85 0.52 -0.34
C 2.99 -1.18 0.24
O -0.33 2.28 1.36
C -1.37 -1.97 -2.12
O -0.60 0.37 0.36
O 1.56 1.58 1.18
C 0.67 -1.45 -0.49
H 0.55 -0.76 0.87
H -0.21 0.44 0.21
H -0.68 -0.06 -0.02
H -0.54 -0.02 -0.96
H -1.20 -0.14 -0.48
H 0.07 -0.17 -0.07
H -0.01 -0.10 -0.09
H 0.10 0.63 0.24
C 0.55 0.43 -0.30
C -1.00 -2.09 0.13
O 0.50 0.21 0.58
C -0.42 1.12 -0.06
O -0.15 -0.40 -0.06
O 0.59 0.58 -1.47
C 0.07 0.61 1.49
H -0.22 -0.03 -0.15
H 0.04 -0.02 0.01
H -0.03 0.24 -0.02
H -0.27 0.37 -0.01
H 0.48 0.18 -0.01
H -0.02 -0.42 0.42
H 0.48 -0.53 -0.14
H -0.71 -0.28 -0.54
C -1.26 -0.14 0.04
C 0.25 -0.98 1.35
O 0.90 -1.03 -2.67
C 0.56 0.64 1.88
O -0.90 0.57 -0.80
O -1.04 0.46 -0.12
C 0.26 0.16 -0.82
H -0.05 0.34 0.10
H 0.37 -0.47 0.25
H 0.62 -0.05 -0.62
H 0.06 0.02 -0.38
H 0.27 0.47 0.98
H -0.09 -0.31 0.40
H -0.03 -0.02 0.05
H 0.13 0.21 0.48

## Properties
- energy (eV) = -41878.327
- 2S+1 = 1
- total charge = +1
- molar mass (g/mol) = 423.4
- highest occupied orbital energy (eV) = -13.05
- gap between HOMO and LUMO (Ha) = 0.3051
- LUMO energy (eV) = -4.7
- relative energy (zero: lowest compared OMol25 entry of this formula, charge and spin) (kcal per mole) = 134.5

Charges obtained by Mulliken population analysis, quoted in units of e: atom 1 (Li): 0.997, atom 2 (C): -1.059, atom 3 (C): -0.260, atom 4 (O): -0.292, atom 5 (C): 0.779, atom 6 (O): -0.623, atom 7 (O): -0.286, atom 8 (C): -0.730, atom 9 (H): 0.347, atom 10 (H): 0.272, atom 11 (H): 0.328, atom 12 (H): 0.317, atom 13 (H): 0.311, atom 14 (H): 0.308, atom 15 (H): 0.295, atom 16 (H): 0.292, atom 17 (C): -1.088, atom 18 (C): -0.242, atom 19 (O): -0.274, atom 20 (C): 0.733, atom 21 (O): -0.610, atom 22 (O): -0.306, atom 23 (C): -0.604, atom 24 (H): 0.305, atom 25 (H): 0.351, atom 26 (H): 0.334, atom 27 (H): 0.270, atom 28 (H): 0.349, atom 29 (H): 0.286, atom 30 (H): 0.264, atom 31 (H): 0.235, atom 32 (C): -1.084, atom 33 (C): -0.262, atom 34 (O): -0.290, atom 35 (C): 0.835, atom 36 (O): -0.619, atom 37 (O): -0.317, atom 38 (C): -0.658, atom 39 (H): 0.348, atom 40 (H): 0.295, atom 41 (H): 0.297, atom 42 (H): 0.316, atom 43 (H): 0.326, atom 44 (H): 0.235, atom 45 (H): 0.259, atom 46 (H): 0.322, atom 47 (C): -0.970, atom 48 (C): -0.247, atom 49 (O): -0.297, atom 50 (C): 0.733, atom 51 (O): -0.600, atom 52 (O): -0.289, atom 53 (C): -0.654, atom 54 (H): 0.315, atom 55 (H): 0.328, atom 56 (H): 0.281, atom 57 (H): 0.266, atom 58 (H): 0.297, atom 59 (H): 0.295, atom 60 (H): 0.244, atom 61 (H): 0.298

***

[4]
DFT (ωB97M-V/def2-TZVPD) results for C3H7NO3 in the gas phase.

Cartesian coordinates (Å):
C (0.62563, 0.50744, 0.14133)
C (0.86556, -0.94513, -0.26810)
O (2.23982, -1.25639, -0.06239)
N (-0.52974, 1.16605, -0.41198)
C (-1.82205, 0.88993, -0.12027)
O (-1.99268, -0.01145, 0.90539)
O (-2.76425, 1.44739, -0.61796)
H (0.59866, 0.55597, 1.24004)
H (1.54179, 1.04377, -0.08839)
H (0.24040, -1.66533, 0.26536)
H (0.68130, -1.08976, -1.33390)
H (2.34037, -1.63296, 0.81199)
H (-0.38545, 1.86635, -1.11853)
H (-1.63936, -0.87588, 0.65742)

Cartesian forces, eV/Å:
C 0.21 -0.22 1.12
C 0.40 0.01 -0.45
O -0.17 -0.09 -0.01
N 0.49 -0.15 -0.34
C -0.55 0.40 0.25
O 0.01 -0.32 -0.19
O 0.15 -0.03 -0.01
H -0.23 -0.07 -0.14
H -0.12 0.21 -0.50
H -0.12 0.07 0.09
H -0.09 0.15 -0.03
H 0.12 -0.05 0.17
H -0.14 -0.05 -0.08
H 0.04 0.14 0.13

## Properties
- energy (eV) = -10857.097
- 2S+1 = 1
- total charge = 0
- molar mass (g/mol) = 105.1
- SMILES = O=C(O)NCCO
- highest occupied orbital energy (eV) = -10.00
- gap between HOMO and LUMO (Ha) = 0.3843
- LUMO energy (eV) = 0.5
- relative energy (zero: lowest compared OMol25 entry of this formula, charge and spin) (kcal per mole) = 29.3

Charges obtained by Mulliken population analysis, quoted in units of e: atom 1 (C): -0.515, atom 2 (C): -0.523, atom 3 (O): -0.524, atom 4 (N): -0.109, atom 5 (C): 0.530, atom 6 (O): -0.471, atom 7 (O): -0.562, atom 8 (H): 0.262, atom 9 (H): 0.419, atom 10 (H): 0.341, atom 11 (H): 0.296, atom 12 (H): 0.296, atom 13 (H): 0.229, atom 14 (H): 0.332